Computed, not measured: a single C4H4O3 molecule in a non-equilibrium geometry, with wB97M-V/def2-TZVPD.

Calculated values
- SMILES = O=CC1(C=O)CO1
- E_HOMO (eV) = -10.1
- calculated total energy (Eh) = -380.4431
- HOMO-LUMO gap (eV) = 10.35

The geometry in ORCA input format:
```
! wB97M-V def2-TZVPD RIJCOSX def2/J DEFGRID3
* xyz 0 1
O -2.0157 0.7783 0.6332
C -0.9381 1.0463 0.1489
C 0.0141 -0.0422 -0.2405
C 1.3627 0.2916 -0.7776
O 1.8062 1.4159 -0.7773
C -0.3087 -1.1669 0.6713
O -0.5282 -1.2679 -0.7131
H -0.5625 2.0726 0.1221
H 1.9055 -0.5683 -1.2214
H 0.5603 -1.7317 1.0357
H -1.2954 -0.8277 1.1186
*
```

=====

Computed, not measured: 2 unconnected molecules or ions with the total composition CH2FNO in a non-equilibrium geometry, with wB97M-V/def2-TZVPD.

Calculated values
- E_HOMO (spin up / spin down) (eV) = -11.3 / -11.3
- calculated total energy (Eh) = -268.9742
- HOMO-LUMO gap (spin up / spin down) (eV) = 7.75 / 7.75

The geometry in ORCA input format:
```
! wB97M-V def2-TZVPD RIJCOSX def2/J DEFGRID3
* xyz 0 1
C -0.3385 0.6465 0.0153
N 0.0315 -0.5783 -0.0529
O 0.1400 1.7311 0.0374
F 2.0895 -0.8710 -0.0068
H -1.4822 0.5351 0.0500
H -0.4404 -1.4634 -0.0431
*
```

=====

Computed, not measured: 2 unconnected molecules or ions with the total composition CHFI2S in a non-equilibrium geometry, with wB97M-V/def2-TZVPD.

Calculated values
- SMILES = FC=S.II
- E_HOMO (eV) = -9.4
- calculated total energy (Eh) = -1132.1163
- HOMO-LUMO gap (eV) = 7.58

The geometry in ORCA input format:
```
! wB97M-V def2-TZVPD RIJCOSX def2/J DEFGRID3
* xyz 0 1
F -1.2191 1.3607 0.5891
C -0.0644 1.0445 0.0997
S 0.3145 1.2334 -1.5146
H 0.7718 0.7168 0.7147
I 4.3180 -0.7920 -0.9571
I 4.2092 1.2656 0.7359
*
```

=====

Computed, not measured: 2 unconnected molecules or ions with the total composition C2H7NO in a non-equilibrium geometry, with wB97M-V/def2-TZVPD.

Calculated values
- SMILES = NC=O.C
- E_HOMO (eV) = -10.3
- calculated total energy (Eh) = -210.3779
- HOMO-LUMO gap (eV) = 11.22

The geometry in ORCA input format:
```
! wB97M-V def2-TZVPD RIJCOSX def2/J DEFGRID3
* xyz 0 1
N 0.3137 -1.5901 -0.4181
C 1.6884 -1.1857 -0.7833
O 1.8434 -0.2754 -1.5747
H 0.1569 -2.1103 0.3539
H -0.3484 -0.9795 -0.7434
H 2.4289 -1.7136 -0.2229
C -1.2161 1.5320 0.6525
H -1.4644 0.9330 1.5117
H -0.3402 1.1196 0.2480
H -0.9632 2.5611 1.0052
H -2.0991 1.7089 -0.0289
*
```

=====

Computed, not measured: a molecular structure, C56H62ClMnN4P in a non-equilibrium geometry, with wB97M-V/def2-TZVPD.

Calculated values
- E_HOMO (spin up / spin down) (eV) = -13.0 / -13.0
- calculated total energy (Eh) = -4342.3225
- HOMO-LUMO gap (spin up / spin down) (eV) = 7.48 / 7.49

The geometry in ORCA input format:
```
! wB97M-V def2-TZVPD RIJCOSX def2/J DEFGRID3
* xyz 2 4
Mn -0.4778 0.1778 -0.7595
C 5.2390 -0.2043 -1.5379
C 3.7475 -0.3506 -1.2434
C 2.9819 0.7763 -1.9279
C 3.2032 -1.7370 -1.5687
C 3.8843 -2.5974 -2.4205
C 3.5006 -3.9238 -2.5612
C 2.4576 -4.4189 -1.8035
C 1.7302 -3.5955 -0.9447
C 0.6683 -4.2265 -0.0539
C 1.3127 -5.1305 1.0034
C -0.3668 -5.0411 -0.8365
C 2.0799 -2.2435 -0.8961
N 1.3136 -1.3460 -0.0727
C 1.6371 -1.2989 1.1575
C 0.8394 -0.4357 2.1083
N -0.0318 0.3655 1.6413
C -0.5350 1.3626 2.5549
C -1.8313 1.2514 3.0642
C -2.2805 2.2371 3.9379
C -1.4670 3.2905 4.3159
C -0.1775 3.3612 3.8212
C 0.3227 2.4123 2.9331
C 1.7815 2.5556 2.4931
C 2.0937 3.9319 1.8945
C 2.7584 2.3397 3.6591
C -2.7969 0.1255 2.7445
C -3.5064 0.3951 1.4268
C -2.2312 -1.2950 2.7881
C 1.3204 -0.7372 3.4645
C 0.9143 -0.3978 4.7301
C 1.6376 -0.9148 5.8305
C 2.7360 -1.7225 5.6669
C 3.1650 -2.1021 4.3702
C 4.2720 -2.9258 4.0442
C 4.5629 -3.2195 2.7351
C 3.7669 -2.7484 1.6640
C 2.6864 -1.9542 1.9538
C 2.4177 -1.6129 3.3004
H 5.5936 0.7535 -1.1586
H 5.4418 -0.2217 -2.6088
H 5.8279 -0.9903 -1.0664
H 3.6273 -0.2179 -0.1625
H 3.1464 0.7512 -3.0086
H 3.3194 1.7469 -1.5639
H 1.9074 0.7006 -1.7410
H 4.7559 -2.2456 -2.9520
H 4.0484 -4.5775 -3.2247
H 2.2133 -5.4707 -1.8628
H 0.1462 -3.4307 0.4897
H 1.7948 -5.9831 0.5253
H 0.5517 -5.5162 1.6809
H 2.0628 -4.6053 1.5947
H 0.0969 -5.9044 -1.3117
H -0.8584 -4.4708 -1.6215
H -1.1343 -5.4196 -0.1608
H -3.2799 2.1568 4.3462
H -1.8282 4.0386 5.0071
H 0.4665 4.1675 4.1433
H 1.9974 1.8032 1.7271
H 1.9334 4.7230 2.6269
H 1.5034 4.1640 1.0100
H 3.1444 3.9736 1.6078
H 2.6737 3.1547 4.3792
H 3.7834 2.3375 3.2875
H 2.5900 1.4090 4.1893
H -3.5558 0.1740 3.5288
H -2.7799 0.4342 0.6033
H -4.0247 1.3550 1.4411
H -4.2323 -0.3912 1.2083
H -1.6448 -1.5329 1.8991
H -3.0531 -2.0091 2.8457
H -1.5956 -1.4544 3.6589
H 0.0835 0.2717 4.9038
H 1.3234 -0.6459 6.8289
H 3.2759 -2.0797 6.5342
H 4.8921 -3.3245 4.8359
H 5.4154 -3.8445 2.5109
H 4.0109 -3.0366 0.6510
N -1.5992 -1.6225 -0.8425
C -1.9184 -2.1039 -2.2063
C -0.6399 -2.1842 -3.0135
N 0.0503 -0.8849 -2.9767
H -1.0298 -2.3324 -0.3807
H -2.4552 -1.5564 -0.2923
H -2.6214 -1.4097 -2.6561
H -2.4082 -3.0790 -2.1684
H -0.8675 -2.5075 -4.0321
H 0.0291 -2.9264 -2.5779
H -0.3164 -0.2817 -3.7076
H 1.0354 -1.0158 -3.1929
Cl 0.2091 2.4400 -0.5015
C -1.3562 3.2722 -0.2882
C -1.4093 4.3452 0.5731
C -2.6291 4.9972 0.7134
C -3.7403 4.5757 -0.0016
C -3.6522 3.4918 -0.8647
C -2.4503 2.8103 -1.0087
P -2.1015 1.4237 -2.1313
C -1.4104 2.3201 -3.5628
C -2.2459 3.1677 -4.2938
C -1.7329 3.9337 -5.3248
C -0.3796 3.8699 -5.6350
C 0.4597 3.0428 -4.9072
C -0.0535 2.2729 -3.8718
C -3.6945 0.7954 -2.7183
C -4.7183 0.5099 -1.8151
C -5.8897 -0.0886 -2.2534
C -6.0484 -0.4085 -3.5947
C -5.0348 -0.1266 -4.4989
C -3.8637 0.4771 -4.0664
H -0.5398 4.6594 1.1274
H -2.7033 5.8384 1.3873
H -4.6816 5.0942 0.1106
H -4.5238 3.1724 -1.4209
H -3.3017 3.2322 -4.0578
H -2.3880 4.5852 -5.8861
H 0.0179 4.4708 -6.4408
H 1.5153 3.0014 -5.1371
H 0.6186 1.6572 -3.2960
H -4.6098 0.7599 -0.7723
H -6.6824 -0.2976 -1.5485
H -6.9658 -0.8666 -3.9363
H -5.1574 -0.3685 -5.5453
H -3.0840 0.6991 -4.7843
*
```

=====

Computed, not measured: a single C4H7NO3 molecule in a non-equilibrium geometry, with wB97M-V/def2-TZVPD.

Calculated values
- SMILES = O=CNCCC(=O)O
- E_HOMO (eV) = -9.8
- calculated total energy (Eh) = -437.0863
- HOMO-LUMO gap (eV) = 10.12

The geometry in ORCA input format:
```
! wB97M-V def2-TZVPD RIJCOSX def2/J DEFGRID3
* xyz 0 1
O 1.4253 0.5158 -2.7320
C 1.2786 1.1940 -1.6884
N 0.7646 0.6378 -0.6061
C 0.4392 -0.8028 -0.5634
C 0.0489 -0.9733 0.9500
C -1.3633 -0.2483 1.2197
O -2.3277 -0.9579 1.0058
O -1.3710 0.9455 1.7461
H 1.6928 2.2032 -1.7499
H 0.1317 1.1277 -0.0074
H -0.4244 -1.0888 -1.2515
H 1.3130 -1.2418 -0.9410
H -0.0808 -2.0302 1.1075
H 0.7451 -0.5604 1.6805
H -2.2721 1.2794 1.8300
*
```

=====

Computed, not measured: a molecular structure, C10H10BrNO3Sn in a non-equilibrium geometry, with wB97M-V/def2-TZVPD.

Calculated values
- E_HOMO (spin up / spin down) (eV) = -8.7 / -8.5
- calculated total energy (Eh) = -3455.5941
- HOMO-LUMO gap (spin up / spin down) (eV) = 5.39 / 6.15

The geometry in ORCA input format:
```
! wB97M-V def2-TZVPD RIJCOSX def2/J DEFGRID3
* xyz 0 1
C -2.0462 -0.7510 0.2980
C -2.1252 -1.3234 1.6049
C -2.4901 -0.3034 2.5141
H -1.8953 -2.3574 1.8454
C -2.6194 0.9230 1.7532
C -2.3341 0.6339 0.3995
H -2.3358 1.3618 -0.4268
H -1.8251 -1.3001 -0.6139
H -2.6271 -0.3977 3.5911
H -2.9005 1.8918 2.1603
Sn 0.9198 0.0529 -0.2310
Br 0.9692 -2.4786 0.1276
C 2.5790 0.7616 -2.0118
C 1.4558 1.5518 -2.4090
C 0.3933 0.6766 -2.7945
H 1.4632 2.6515 -2.4536
C 0.8599 -0.6666 -2.6348
C 2.2299 -0.6029 -2.1736
H 2.9165 -1.4363 -2.0987
H 3.5799 1.1139 -1.7805
H -0.6025 0.9675 -3.1502
H 0.3315 -1.6018 -2.8518
O 1.1839 0.1650 4.0497
N 1.5640 0.1516 2.8809
O 0.7382 0.6952 1.9432
O 2.6174 -0.3789 2.4621
*
```